No. 1
The following is a quantum chemistry calculation of a molecular structure, C30H72N4O15SSi2 in a non-equilibrium geometry, from the OMol25 dataset.

HOMO energy in eV: -9.023
Kohn-Sham gap in eV: 8.43

Element x y z (Å)
C -7.85649 2.62511 -1.52253
N -8.13180 1.20541 -1.18171
C -9.51661 0.94733 -1.65985
C -7.20833 0.32349 -1.83513
O -7.59889 -0.60023 -2.50101
C -5.67896 0.55815 -1.65894
Si -4.58975 -0.32577 -2.93035
C -2.77009 -0.12474 -2.38209
C -2.65108 1.15638 -1.44307
C -1.12113 1.57507 -1.29890
C -0.96438 3.10811 -1.06185
N -1.10479 3.47787 0.37770
O -4.89991 -2.04464 -2.81897
C -4.42781 -2.62293 -3.91926
N -4.10615 -2.90485 -4.97249
O -4.85614 0.09322 -4.54619
Si -5.41498 1.66744 -4.81352
S -6.55306 1.59894 -6.65829
C -4.05218 2.96793 -5.09871
O -4.70740 4.27299 -4.93988
N -4.37392 4.82802 -3.71661
O -5.31845 4.97678 -3.03328
H -8.65472 3.24812 -1.04646
H -7.93150 2.83857 -2.61824
H -6.90008 2.99531 -1.08353
H -10.21014 1.62606 -1.10633
H -9.55765 1.29446 -2.72728
H -9.82279 -0.11156 -1.55879
H -5.42064 1.64509 -1.62703
H -5.41885 0.17245 -0.63571
H -2.10400 -0.08817 -3.27095
H -2.55089 -1.00116 -1.71941
H -3.03195 0.84884 -0.43755
H -3.20146 2.02666 -1.86790
H -0.65274 1.32827 -2.28227
H -0.68016 0.97222 -0.47661
H -1.61207 3.73332 -1.72985
H 0.08785 3.36250 -1.36460
H -1.68798 2.77394 0.82976
H -1.58886 4.37720 0.38469
H -6.33754 2.18483 -3.80757
H -7.17996 0.37933 -6.54820
H -3.70837 2.93964 -6.16034
H -3.21458 2.94433 -4.36242
C 2.38471 1.42923 3.84477
O 2.27579 1.86804 2.50138
C 1.70226 3.16941 2.39338
C 2.76793 4.22589 2.16592
O 3.61876 4.36465 3.29868
C 4.86281 3.70143 3.13224
H 3.03283 0.55180 3.86345
H 2.81783 2.19557 4.49171
H 1.39713 1.14248 4.22342
H 1.10409 3.40404 3.28097
H 1.02949 3.15313 1.53209
H 2.27617 5.19228 2.01470
H 3.35000 4.00231 1.26585
H 5.50312 4.27515 2.45431
H 4.73402 2.68767 2.74548
H 5.34704 3.64227 4.10673
C -1.05159 -3.45919 2.66643
O -0.39811 -4.38137 1.81000
C -1.02150 -4.48259 0.53539
C -0.27035 -3.68624 -0.51687
O -0.33724 -2.28810 -0.26076
C 0.84573 -1.78168 0.33321
H -0.39663 -3.26346 3.51578
H -1.26188 -2.51262 2.16259
H -1.98587 -3.89312 3.03824
H -2.06833 -4.16366 0.58982
H -1.00738 -5.54002 0.25453
H -0.74372 -3.85704 -1.48932
H 0.76943 -4.02021 -0.58838
H 1.63615 -1.70562 -0.41988
H 1.19014 -2.40321 1.16298
H 0.62688 -0.78428 0.71542
C -9.85519 -1.87830 -6.70449
O -9.45564 -1.02995 -7.77139
C -8.64225 -1.70642 -8.72842
C -9.44317 -2.10030 -9.95682
O -10.42396 -3.08253 -9.64858
C -11.72520 -2.53209 -9.51671
H -10.64840 -1.37496 -6.15103
H -10.23521 -2.83643 -7.06586
H -9.01153 -2.04951 -6.02751
H -8.16226 -2.58225 -8.27889
H -7.85333 -1.00968 -9.02920
H -8.76320 -2.54588 -10.68995
H -9.90315 -1.22077 -10.41872
H -12.13017 -2.29198 -10.50482
H -11.72550 -1.63549 -8.89230
H -12.36274 -3.28206 -9.04885
C 6.76380 -0.42736 3.63497
O 6.16863 -0.01676 4.85545
C 5.42547 -1.05659 5.48020
C 6.20683 -1.69441 6.61550
O 7.34935 -2.39034 6.13624
C 8.55102 -1.65250 6.30851
H 7.49245 0.32929 3.34255
H 7.27723 -1.38656 3.73375
H 6.00006 -0.49794 2.85285
H 5.12122 -1.81043 4.74560
H 4.51778 -0.60019 5.88829
H 5.56652 -2.43211 7.11022
H 6.49040 -0.94441 7.36087
H 8.85263 -1.67522 7.36017
H 8.44326 -0.61644 5.97973
H 9.32842 -2.12710 5.71072
C 12.31457 -1.67826 5.03742
O 12.11702 -0.91867 6.21935
C 12.92021 -1.37695 7.30069
C 14.14387 -0.49936 7.49708
O 15.03923 -0.59753 6.39707
C 14.93446 0.50361 5.50766
H 11.85782 -1.13797 4.20758
H 13.37472 -1.82354 4.81807
H 11.82248 -2.65223 5.13333
H 13.21169 -2.42210 7.15049
H 12.30205 -1.32758 8.20256
H 14.68532 -0.84666 8.38295
H 13.85141 0.54117 7.67069
H 15.41176 1.38471 5.94768
H 13.89392 0.73247 5.26553
H 15.45695 0.24435 4.58706

Atomic forces in eV per Å
-0.2 1.0 0.9
0.4 0.0 -1.5
-0.3 0.6 -0.2
0.2 0.9 0.3
0.0 -0.5 -0.1
-0.7 0.2 0.7
0.6 -0.9 0.1
-1.1 0.4 0.7
1.4 -0.7 -0.4
-1.4 0.5 -0.6
1.4 -0.3 0.0
-0.5 0.0 -1.1
0.8 0.0 -1.5
-1.6 1.7 2.9
0.9 -1.1 -1.7
-0.2 1.4 2.0
-0.5 -1.0 -1.7
0.0 -0.4 0.1
0.3 0.6 -0.2
-0.7 -0.7 -0.7
0.0 -0.2 1.3
0.4 0.4 -0.5
0.6 -0.5 -0.3
0.3 -0.3 0.7
-0.7 -0.4 -0.5
0.6 -0.7 -0.2
-0.2 -0.7 0.6
0.3 0.8 -0.1
-0.2 -0.9 0.0
-0.1 0.2 -0.8
-0.2 -0.1 0.7
0.2 0.5 -0.9
-0.1 0.6 -0.8
0.2 -0.5 0.5
0.0 0.1 0.9
0.1 0.5 -0.6
0.2 -0.8 0.5
-0.8 -0.1 0.2
0.0 0.4 0.0
0.1 -0.4 0.5
0.2 -0.1 0.4
0.5 0.7 0.3
0.1 -0.1 0.9
-0.3 -0.2 -0.7
0.0 -0.1 -0.1
0.0 0.1 0.3
0.2 -0.1 -0.5
-0.2 0.2 0.4
0.1 -0.2 -0.2
0.0 0.1 0.1
0.0 0.0 -0.1
0.0 0.0 0.0
0.0 0.0 0.1
0.1 0.0 0.0
0.0 0.1 0.1
0.0 0.0 0.0
0.0 -0.1 0.0
0.1 -0.1 0.0
0.0 0.0 0.0
-0.1 0.1 0.0
0.1 -0.1 0.1
-0.1 0.3 -0.1
0.4 -0.2 0.1
-0.4 0.1 -0.1
0.1 -0.1 0.1
0.0 0.2 -0.1
0.0 -0.1 0.0
0.0 0.0 0.0
-0.1 0.1 0.0
0.1 0.1 0.0
0.0 0.0 0.0
0.0 0.0 0.0
0.0 0.0 0.1
0.1 0.0 0.1
0.0 0.0 0.0
0.0 0.0 0.0
0.0 0.1 0.1
0.1 -0.3 0.0
-0.1 0.4 -0.1
0.2 -0.4 0.1
-0.1 0.3 0.1
0.0 -0.1 0.0
0.1 0.1 -0.1
0.0 0.0 0.0
0.0 -0.1 0.0
-0.1 0.0 0.0
0.0 0.0 0.0
0.0 0.0 0.0
0.0 0.0 0.1
-0.1 0.1 0.0
0.0 0.0 0.0
0.1 0.0 -0.1
0.0 0.1 0.0
0.1 -0.2 -0.1
0.1 0.4 0.2
-0.1 -0.4 -0.2
0.0 0.3 0.0
0.0 -0.1 0.0
-0.1 0.0 0.1
0.0 0.0 0.0
0.0 -0.1 -0.1
0.1 0.0 0.1
0.0 0.0 0.0
0.0 0.0 0.0
0.0 0.0 -0.1
0.1 0.1 0.0
0.0 0.0 0.0
-0.1 -0.1 0.0
-0.2 0.1 0.0
0.2 -0.1 -0.1
-0.2 0.3 0.1
0.2 -0.4 0.0
-0.2 0.2 -0.1
0.1 -0.1 0.0
0.0 0.0 0.1
0.0 0.0 0.0
0.1 -0.1 -0.1
0.1 0.1 0.0
0.0 0.0 0.0
0.0 0.0 0.0
-0.1 0.0 -0.1
-0.1 0.1 0.0
0.0 0.0 0.0
0.0 0.0 0.1

Results of the Löwdin charge analysis, in e, for atoms 1 through 2: C -0.11; N -0.14

---

No. 2
The following is a quantum chemistry calculation of a molecular structure, C16H21LiN2O8P2, from the OMol25 dataset.

HOMO energy in eV: -8.041
Kohn-Sham gap in eV: 7.35
Energy relative to the best compared isomer or geometry (same formula, charge and spin) in eV: 0.180

Element x y z (Å)
Li 0.83336 -0.65201 -0.75881
N 3.37250 1.36221 1.87702
C 3.39688 0.07860 1.06350
C 4.78063 -0.54920 1.19942
P 3.13706 0.55158 -0.70169
O 1.83540 1.55000 -0.42281
O 4.28476 1.36371 -1.15669
O 2.61136 -0.65194 -1.40906
P 2.04700 -0.96410 1.88669
O 2.79707 -2.33944 2.26118
O 1.82129 -0.20102 3.15290
O 0.94251 -1.28872 0.93106
H 4.31105 1.69172 2.08513
H 2.82207 1.09527 2.73534
H 2.86344 2.08107 1.35847
H 5.53982 0.14888 0.84007
H 4.83951 -1.44193 0.57911
H 4.98450 -0.84652 2.22887
H 1.79014 2.20822 -1.12809
H 2.65392 -2.99839 1.57097
C -1.47816 -3.27604 1.86286
O -2.53670 -2.37515 1.51911
C -2.19753 -1.04869 1.58004
C -1.63889 -0.46067 2.70109
C -1.35273 0.89294 2.69236
C -1.62434 1.65689 1.56725
C -2.19090 1.07499 0.44561
C -2.48287 -0.28111 0.45202
N -3.21231 -0.94228 -0.57279
C -3.49613 -0.55853 -1.80508
C -2.77916 0.31857 -2.61851
C -3.46079 0.97690 -3.68770
C -2.80730 1.82080 -4.52368
C -1.39945 1.99536 -4.36135
C -0.69572 1.32552 -3.41244
C -1.34322 0.41203 -2.50280
O -0.70683 -0.32839 -1.72120
H -1.20373 -3.18052 2.91348
H -0.60349 -3.08051 1.24057
H -1.85959 -4.27770 1.68261
H -1.41759 -1.06267 3.57077
H -0.90025 1.34607 3.56358
H -1.39463 2.71424 1.55747
H -2.42266 1.67903 -0.41829
H -3.70737 -1.75060 -0.22171
H -4.39976 -1.00939 -2.20802
H -4.52881 0.81772 -3.79260
H -3.33309 2.34408 -5.30947
H -0.87199 2.65455 -5.04101
H 0.38166 1.40452 -3.34477

Atomic forces in eV per Å
-0.3 -0.1 -0.4
0.1 0.0 0.0
-0.1 0.0 0.1
0.0 0.0 0.0
0.1 -0.1 0.0
0.1 0.0 0.0
0.0 0.1 0.0
0.1 0.1 -0.1
0.2 0.1 0.0
0.0 -0.1 0.0
-0.1 0.0 0.1
0.1 0.1 0.3
0.0 0.0 0.0
0.0 0.0 0.1
0.0 0.0 0.0
0.0 0.0 0.0
0.0 0.0 0.0
0.0 0.0 0.0
0.0 0.0 0.1
0.0 0.0 0.0
0.0 -0.1 -0.1
0.0 0.0 0.1
0.0 0.0 0.0
0.0 0.0 0.0
0.1 0.0 0.0
0.0 0.0 0.0
-0.1 0.0 0.0
0.0 -0.1 0.0
-0.1 0.1 0.0
0.1 0.0 0.1
-0.2 0.0 -0.1
0.0 0.0 0.0
0.1 0.0 0.0
-0.1 0.0 0.0
0.0 -0.1 0.0
0.1 -0.1 -0.2
0.1 0.2 0.2
0.0 0.0 0.0
-0.1 0.0 0.1
0.0 0.0 0.0
0.0 0.0 0.0
0.0 0.0 0.0
0.0 0.0 0.0
0.0 0.0 -0.1
0.0 0.0 0.0
0.0 0.0 0.0
0.0 0.0 0.0
0.0 0.0 0.0
0.0 0.0 0.0
0.0 0.0 0.0

Results of the Löwdin charge analysis, in e, for atoms 1 through 2: Li 0.59; N 0.16

---

No. 3
The following is a quantum chemistry calculation of a molecular structure, C8H23ClI2NO2P2Ti in a non-equilibrium geometry, from the OMol25 dataset.

Total charge: +2
HOMO energy (spin up / spin down) in eV: -15.651 / -15.484
Kohn-Sham gap (spin up / spin down) in eV: 7.35 / 4.83
Multiplicity: 2
Energy relative to the best compared isomer or geometry (same formula, charge and spin) in eV: 1.136

Element x y z (Å)
I -1.20321 -2.48132 -0.14885
I 2.47960 1.08656 0.66173
Ti -0.00954 0.13153 0.11011
P 1.36200 -0.90432 -1.91225
C 2.31214 -2.39059 -1.48597
C 0.35648 -1.43075 -3.33661
H 1.03099 -1.69166 -4.16335
H 2.99292 -0.30311 -3.59212
H -0.30423 -0.60870 -3.62935
H 2.10289 1.13331 -2.96706
H 1.62219 -3.17244 -1.15024
H -0.27156 -2.28094 -3.05481
C 2.59143 0.19184 -2.69811
H 2.87842 -2.72022 -2.36793
H 3.38493 0.42311 -1.97978
H 2.98902 -2.15906 -0.65721
P -1.55177 1.26052 1.66913
C -1.68436 0.57684 3.34101
C -1.06411 2.98402 1.89783
H -3.27417 1.68269 0.03848
H -3.82583 2.00277 1.72378
H -3.69134 0.32089 1.08450
C -3.25964 1.32659 1.07236
H -0.96989 3.46404 0.91863
H -1.83743 3.47450 2.50118
H -2.23360 1.30556 3.95657
H -0.68196 0.36617 3.74448
H -0.08650 3.02882 2.38894
H -2.24779 -0.36364 3.29122
Cl -0.92096 1.46395 -1.56436
N -0.01464 -3.39067 2.98110
C 1.40575 -2.88376 2.96045
C 1.21572 -1.38256 2.73651
O 1.41362 -0.61075 3.66397
O 0.74836 -1.09488 1.55815
H -0.54847 -2.87597 3.70616
H -0.06377 -4.37943 3.22812
H -0.45950 -3.24353 2.02780
H 1.86393 -3.10564 3.92541
H 1.94912 -3.38183 2.15053

Atomic forces in eV per Å
-0.3 1.1 -0.6
-0.5 0.4 -0.5
0.6 -2.0 -0.2
0.9 -0.4 -1.0
-0.1 0.0 0.5
-0.5 0.2 0.3
-0.1 0.1 0.2
-0.1 0.2 0.2
0.1 -0.1 -0.1
0.1 -0.1 -0.1
0.2 0.1 -0.2
0.2 0.1 -0.1
-0.2 0.2 0.2
-0.1 0.1 0.2
0.0 -0.1 -0.3
0.1 -0.1 -0.2
-0.8 0.7 0.8
0.3 -0.3 0.0
0.3 0.1 -0.2
-0.1 0.1 0.2
0.0 -0.2 -0.1
0.0 0.2 0.1
0.1 -0.2 -0.4
-0.1 0.0 0.2
0.2 0.0 -0.1
0.2 -0.3 -0.1
-0.4 0.3 0.0
-0.2 0.1 0.1
0.0 0.2 0.0
0.7 -0.9 1.3
-0.2 -0.1 0.0
-0.2 -0.1 -0.1
0.7 0.9 1.2
-0.3 -0.6 -1.2
-0.6 0.6 -0.3
0.2 -0.3 -0.5
0.0 -0.1 -0.1
0.2 0.0 0.7
0.0 0.2 -0.2
-0.2 0.1 0.1

Results of the Löwdin charge analysis, in e, for atoms 1 through 2: I 0.58; I 0.82